[1]
ORCA calculation (ωB97M-V with the def2-TZVPD basis set) on a structure of composition C4H32NO13 in a non-equilibrium geometry.

- Molar mass: 302.294 g mol⁻¹
- Energy relative to the best compared isomer or geometry (same formula, charge and spin): 251.15 kJ/mol
- Kohn-Sham gap: 9.267 eV
- Strongest force on any atom: 0.111 hartree/bohr
- HOMO: -6.3488 eV
- Net charge: -1

Geometry (Å):
H1 0.63 3.47 0.39
H2 1.17 -1.89 3.24
N1 -3.00 1.24 1.03
H3 -1.30 0.31 3.70
H4 -1.21 3.03 2.07
H5 -0.67 -0.98 -3.48
O1 -1.36 -1.31 2.42
O2 -0.69 -0.09 -3.29
O3 2.09 2.66 -2.19
O4 3.25 -0.06 1.56
H6 2.25 -2.26 0.37
H7 -0.72 2.45 -0.31
O5 1.17 -0.97 3.32
H8 -2.87 2.22 0.43
H9 -1.67 2.10 -1.94
O6 3.05 -2.42 -0.31
H10 -0.99 2.29 -3.34
O7 0.89 -1.43 0.95
H11 1.01 1.07 -0.68
H12 -0.10 -1.98 0.29
H13 0.09 -2.99 -2.07
H14 -1.15 -3.38 0.11
O8 0.60 -2.59 -2.81
H15 -2.99 -0.06 2.84
H16 1.27 -1.09 -0.50
H17 0.10 1.80 2.44
H18 2.81 0.43 0.89
H19 -3.14 -0.85 -1.26
H20 1.51 2.30 -2.82
O9 -0.85 -2.69 -0.38
C1 -0.73 2.14 1.74
C2 -1.82 -0.10 2.82
H21 -1.76 -1.49 -0.71
H22 -0.42 -1.38 2.51
H23 0.77 -0.44 0.87
H24 1.06 -0.77 -2.13
O10 1.51 -0.48 -1.30
O11 -2.26 -0.77 -1.23
H25 -3.39 0.59 0.33
H26 -1.15 0.07 0.79
H27 3.89 -0.52 1.03
O12 -1.49 2.73 -2.68
C3 0.09 2.51 0.46
H28 -1.24 0.05 -2.49
H29 2.00 2.20 -1.31
H30 1.52 -2.39 -2.56
H31 1.84 -0.71 2.66
O13 1.15 1.56 0.15
C4 -1.64 0.78 1.51
H32 2.89 -1.92 -1.12

Atom charges from the natural (NBO) analysis, given in e for atoms 1 to 4: number 1, H, carries 0.19; number 2, H, carries 0.46; number 3, N, carries -0.87; number 4, H, carries 0.17



[2]
ORCA calculation (ωB97M-V with the def2-TZVPD basis set) on a structure of composition C24H43Cl2N4O4SiTi in a non-equilibrium geometry.

- Expectation value of S²: 2.01
- Molar mass: 598.491 g mol⁻¹
- Energy relative to the best compared isomer or geometry (same formula, charge and spin): 217.54 kJ/mol
- Kohn-Sham gap (spin up / spin down): 3.803 / 3.780 eV
- Strongest force on any atom: 0.095 hartree/bohr
- HOMO (spin up / spin down): -1.5431 / -1.5473 eV
- Net charge: -1
- 2S+1: 3

Geometry (Å):
H1 1.20 3.28 6.60
H2 2.34 -1.82 0.37
H3 -2.07 3.16 0.56
C1 -0.74 -4.39 0.24
H4 -2.80 -4.36 0.89
H5 -0.65 -3.11 -3.53
C2 -1.88 -1.06 -2.25
C3 -0.48 4.95 5.12
H6 -2.77 -0.47 -1.97
C4 -0.78 -2.30 -4.22
H7 -0.80 5.01 6.17
H8 -1.10 2.77 -3.79
H9 -1.16 -1.11 2.20
C5 -1.53 -1.20 -3.79
H10 0.28 -3.57 -5.46
C6 3.05 -2.27 -2.04
C7 -2.39 -2.76 -0.51
H11 -3.20 0.02 -4.41
H12 2.00 0.53 -2.75
N1 -2.33 0.96 1.44
H13 0.72 5.17 -2.00
H14 -1.33 5.11 4.45
C8 1.35 -3.08 3.22
O1 0.88 -0.63 2.20
O2 0.25 1.96 3.35
O3 2.81 0.15 0.58
H15 -1.52 2.98 3.73
H16 1.59 -3.48 2.22
C9 -0.13 -1.36 2.48
H17 1.24 -4.14 -0.53
N2 0.02 -2.46 3.19
H18 -2.74 -1.14 -5.58
H19 1.15 4.64 -0.37
H20 0.28 5.73 4.96
Ti1 1.01 1.23 1.63
C10 0.98 4.29 -1.39
C11 -1.43 -2.10 -1.31
C12 1.36 3.32 5.52
H21 -0.97 -3.46 4.76
C13 -0.11 -2.62 -1.30
Cl1 2.27 3.19 1.77
H22 -3.44 -2.42 -0.52
N3 0.10 3.65 4.84
H23 -1.99 -2.40 3.77
H24 3.46 0.94 -1.76
H25 -1.47 -3.98 3.15
H26 3.20 -3.02 -1.25
C14 -1.24 3.74 0.16
H27 0.64 -2.15 -1.93
H28 0.59 -1.83 -5.84
C15 -1.63 3.01 -2.86
N4 2.70 -0.98 -1.45
H29 3.55 -0.21 -3.17
H30 -0.46 3.80 0.93
H31 -0.84 -2.69 -6.39
C16 -1.16 1.09 1.41
C17 2.62 -0.88 -0.10
O4 -0.92 -0.17 -2.78
H32 3.98 -2.16 -2.63
C18 -0.16 -2.57 -5.54
C19 -0.44 2.85 3.93
C20 -1.16 -3.12 3.75
H33 1.93 3.90 -1.76
H34 -1.68 0.23 -5.38
H35 -0.49 -5.28 0.84
H36 2.10 4.11 5.32
Cl2 0.67 1.21 -0.58
C21 0.22 -3.75 -0.55
H37 -2.06 4.02 -2.92
C22 -2.04 -3.88 0.26
Si1 -0.48 3.11 -1.42
H38 1.76 2.37 5.15
H39 2.27 -2.63 -2.74
H40 -2.42 2.28 -2.67
H41 2.08 -2.30 3.48
C23 -2.33 -0.46 -4.83
H42 -1.59 4.77 -0.01
H43 1.33 -3.89 3.95
C24 2.94 0.16 -2.32

Atom charges from the Löwdin analysis, given in e for atoms 1 to 4: number 1, H, carries 0.09; number 2, H, carries 0.12; number 3, H, carries 0.00; number 4, C, carries -0.14



[3]
ORCA calculation (ωB97M-V with the def2-TZVPD basis set) on a cluster of 12 separate species, C27H70ClF30N5O11P4S2 in total in a non-equilibrium geometry.

- Molar mass: 1434.304 g mol⁻¹
- Kohn-Sham gap: 8.640 eV
- Strongest force on any atom: 0.100 hartree/bohr
- HOMO: -5.8665 eV
- Net charge: -2

Geometry (Å):
C1 -4.55 2.88 1.43
C2 -6.31 1.77 2.69
H1 -4.85 2.52 0.44
C3 3.36 3.38 2.23
F1 0.15 0.90 -3.82
H2 3.77 1.61 -2.22
C4 3.13 -0.08 -5.96
H3 5.85 -0.98 -3.14
F2 -1.30 1.59 5.21
H4 4.17 3.97 2.60
F3 -1.17 -4.15 1.01
F4 -5.73 -0.44 -3.44
C5 0.34 -1.48 -0.52
H5 3.88 -4.54 3.54
H6 2.45 0.55 -6.56
H7 -2.55 -0.58 -3.20
H8 1.11 -2.15 -0.96
F5 -2.53 -6.90 2.06
F6 0.31 0.03 4.63
H9 2.82 5.71 -0.18
H10 -4.86 3.10 4.28
O1 5.15 -2.63 2.15
C6 4.42 3.47 0.03
F7 -2.94 -0.10 5.15
C7 -3.02 -1.14 -2.38
C8 -0.76 -1.58 -1.50
H11 -7.94 0.69 3.38
H12 -2.24 -1.66 0.79
F8 -7.45 0.79 -3.82
H13 2.51 -0.86 -5.62
H14 2.06 -5.09 2.38
H15 -1.56 0.50 0.05
H16 2.29 -1.02 3.61
H17 -3.94 1.62 4.38
C9 2.91 5.21 0.77
C10 2.04 -1.75 2.78
O2 -8.26 0.97 -0.91
H18 4.35 4.16 -0.79
F9 -0.84 -5.38 2.83
H19 -0.90 -2.66 -1.69
C11 -6.95 -0.13 -2.96
F10 5.08 -5.09 -1.78
H20 -5.81 -0.09 4.96
H21 3.58 -3.35 4.84
N1 3.19 3.75 0.79
H22 2.38 0.03 -2.60
C12 -2.78 -1.70 -0.14
H23 0.28 -3.27 3.90
S1 -6.88 0.61 -1.18
H24 5.64 -3.26 4.13
H25 1.82 -0.22 -0.17
H26 1.57 -2.84 5.09
O3 1.99 3.43 -2.09
H27 -3.23 0.87 2.00
C13 -6.85 0.63 3.47
F11 -2.85 -5.35 0.30
F12 2.72 -3.70 -3.51
H28 5.11 1.95 -3.39
H29 1.43 3.26 -2.87
H30 5.15 -1.40 -4.78
F13 -1.81 1.46 -4.53
H31 -3.96 -0.73 -2.02
C14 -4.15 2.47 3.76
F14 0.23 4.91 2.20
H32 -3.48 3.09 1.47
C15 5.37 -0.64 -4.04
H33 3.65 5.75 1.34
C16 4.88 -2.70 3.54
C17 3.67 -3.49 3.79
F15 -1.93 4.67 2.86
F16 -0.91 -6.25 0.67
H34 3.65 2.31 2.15
H35 -6.73 -0.35 3.05
H36 1.96 5.42 1.31
C18 4.61 1.23 -2.74
H37 4.17 1.59 -5.11
H38 0.99 -1.65 2.61
H39 5.23 3.83 0.63
C19 -0.63 1.19 -4.95
P1 -1.28 -0.03 4.89
F17 3.45 -3.62 -1.22
H40 1.39 -4.56 4.54
N2 -4.83 1.91 2.52
H41 -3.14 0.72 -0.68
H42 2.80 -1.47 -3.61
F18 -1.09 -0.34 6.46
F19 -0.50 5.74 0.16
C20 3.45 0.82 -4.81
O4 -5.92 1.68 -1.23
C21 -2.11 0.41 -0.87
F20 -2.61 5.29 0.79
H43 4.46 2.39 -0.20
O5 4.27 -0.49 -6.69
H44 0.92 -3.89 1.97
H45 0.75 4.33 -0.59
H46 -4.73 0.25 1.25
H47 2.52 1.21 -4.39
P2 -1.19 5.12 1.50
F21 -1.47 0.20 3.30
H48 4.02 -1.03 -7.43
F22 4.98 -3.18 -2.96
H49 -1.67 1.02 -1.69
H50 5.97 0.12 -4.51
H51 -2.88 -2.73 -0.49
H52 -6.52 2.66 3.35
S2 -0.61 -0.22 -6.31
F23 -1.10 3.62 0.94
H53 2.49 -3.74 1.19
H54 0.44 2.57 -0.95
H55 4.69 -1.70 3.99
O6 -1.78 0.00 -7.10
H56 -0.51 -1.14 -2.46
H57 -2.90 -2.14 -2.77
C22 -4.25 0.63 2.16
F24 -1.33 -1.64 4.62
P3 -1.93 -5.47 1.58
H58 2.44 3.50 2.75
C23 2.00 2.88 0.26
H59 -3.78 -1.26 -0.08
O7 0.88 -0.13 -0.46
F25 -0.11 2.31 -5.48
H60 3.65 -1.07 -2.06
O8 -0.72 -1.28 -5.31
H61 1.24 2.88 1.05
F26 4.37 -5.10 -4.03
H62 -3.21 3.02 3.55
C24 1.28 -3.50 4.28
N3 -2.09 -0.96 -1.19
C25 3.14 -0.66 -2.92
H63 0.12 -1.82 0.47
N4 4.16 0.14 -3.66
H64 -4.22 -0.15 2.90
O9 0.62 -0.20 -6.97
F27 -1.29 6.62 2.06
N5 2.31 -3.18 3.23
H65 2.52 1.92 0.19
F28 -3.07 -4.64 2.44
H66 5.05 -1.75 1.76
P4 3.92 -4.38 -2.60
H67 -6.79 1.81 1.71
F29 -7.69 -1.22 -3.01
O10 -6.43 0.65 4.81
H68 2.67 -1.56 1.84
H69 -5.09 3.78 1.61
C26 1.97 -4.02 2.11
H70 5.26 0.73 -2.02
Cl1 4.07 -0.39 0.27
C27 1.23 3.39 -0.89
O11 -6.40 -0.48 -0.33
F30 2.98 -5.68 -2.24

Atom charges from the Löwdin analysis, given in e for atoms 1 to 4: number 1, C, carries 0.01; number 2, C, carries -0.10; number 3, H, carries 0.08; number 4, C, carries 0.02



- Among the records above, which one has the lowest net charge?
  C27H70ClF30N5O11P4S2